Molecular formula: C8H6ClNOS
Method: DFT, wB97M-V/def2-TZVPD

The geometry in XYZ format:
```
18
Properties=species:S:1:pos:R:3:forces:R:3:lowdin_charge:R:1
C -1.28440 2.90654 -0.01412 -0.893 0.971 1.101 -0.079
O -2.24337 1.86516 0.01954 0.138 -0.728 -0.468 -0.071
C -1.83520 0.56978 0.00923 -0.117 0.158 -0.098 -0.217
C -2.85237 -0.36746 -0.01212 -0.413 -0.164 0.278 -0.005
C -2.60150 -1.75248 -0.02268 -0.372 0.626 0.047 -0.081
C -1.31047 -2.22141 0.02014 0.883 -1.270 -0.276 -0.114
C -0.29528 -1.27269 0.01390 0.560 -0.776 0.098 -0.448
S 1.44522 -1.60254 0.00294 -0.880 -0.149 0.034 1.045
C 1.67371 0.09180 -0.01756 0.264 1.143 0.033 -1.079
Cl 3.29227 0.73400 0.00392 -0.502 -0.236 -0.062 0.629
N 0.64168 0.85473 -0.02578 1.167 0.199 0.116 0.042
C -0.50357 0.10310 0.00628 -0.549 -0.088 -0.133 -0.247
H -1.91320 3.81259 -0.06569 0.464 -0.280 0.023 0.099
H -0.59466 2.89500 -0.83550 0.207 -0.327 -0.442 0.079
H -0.75265 2.88862 0.93859 0.269 0.252 -0.184 0.093
H -3.86987 0.04412 0.04752 0.449 -0.409 -0.219 0.128
H -3.44868 -2.42290 -0.07495 0.073 -0.092 0.104 0.105
H -1.00336 -3.30225 0.00196 -0.748 1.171 0.049 0.124
```
Forces are in eV/Å.

HOMO level	-8.4	eV
SMILES	COc1cccc2sc(Cl)nc12
LUMO level	0.0226	Ha

Molecular formula: C4H12NO2PS
Method: DFT, wB97M-V/def2-TZVPD

The geometry in XYZ format:
```
21
Properties=species:S:1:pos:R:3:forces:R:3:lowdin_charge:R:1
C 1.44549 1.41903 -0.73059 -0.239 -0.027 0.239 -0.077
C 1.83135 0.28108 1.49157 -0.287 0.280 -0.223 -0.081
C -3.32593 -1.68016 -1.08877 -0.166 -0.238 -0.555 -0.146
C 0.78333 0.74238 0.46767 0.450 0.436 0.258 -0.585
N 0.00292 -0.41691 0.09247 -4.114 0.068 0.716 -0.026
O -2.12909 0.07375 2.05919 0.002 0.404 0.092 -0.196
O -2.91014 -1.34506 0.22257 0.598 0.641 0.459 -0.348
P -2.22256 0.08250 0.48548 2.288 -0.603 -1.355 0.284
S -3.08428 1.62139 -0.31664 0.740 -0.791 0.438 0.281
H 2.10748 0.71838 -1.23775 0.082 -0.071 -0.070 0.078
H 0.69093 1.76763 -1.43386 -0.039 0.027 -0.078 0.072
H 2.03317 2.27382 -0.40545 0.097 0.092 -0.026 0.075
H 1.34237 -0.13449 2.36659 -0.059 -0.070 0.151 0.062
H 2.44803 1.12049 1.79850 0.161 0.104 0.111 0.072
H 2.46278 -0.49044 1.06154 0.121 -0.101 -0.097 0.074
H -2.50430 -1.56526 -1.79763 -0.014 -0.047 -0.029 0.082
H -4.15599 -1.04522 -1.39905 0.011 -0.029 0.017 0.071
H -3.63560 -2.72437 -1.05744 0.013 0.116 -0.025 0.091
H 0.13061 1.47423 0.96654 0.183 0.005 -0.079 0.109
H 0.02303 -0.56410 -0.91136 -0.095 0.119 -0.141 0.030
H -1.60219 -0.67140 2.35931 0.269 -0.315 0.198 0.078
```
Forces are in eV/Å.

HOMO level	-8.8	eV
LUMO level	0.0035	Ha

Repeat the first record exactly.
Molecular formula: C8H6ClNOS
Method: DFT, wB97M-V/def2-TZVPD

The geometry in XYZ format:
```
18
Properties=species:S:1:pos:R:3:forces:R:3:lowdin_charge:R:1
C -1.28440 2.90654 -0.01412 -0.893 0.971 1.101 -0.079
O -2.24337 1.86516 0.01954 0.138 -0.728 -0.468 -0.071
C -1.83520 0.56978 0.00923 -0.117 0.158 -0.098 -0.217
C -2.85237 -0.36746 -0.01212 -0.413 -0.164 0.278 -0.005
C -2.60150 -1.75248 -0.02268 -0.372 0.626 0.047 -0.081
C -1.31047 -2.22141 0.02014 0.883 -1.270 -0.276 -0.114
C -0.29528 -1.27269 0.01390 0.560 -0.776 0.098 -0.448
S 1.44522 -1.60254 0.00294 -0.880 -0.149 0.034 1.045
C 1.67371 0.09180 -0.01756 0.264 1.143 0.033 -1.079
Cl 3.29227 0.73400 0.00392 -0.502 -0.236 -0.062 0.629
N 0.64168 0.85473 -0.02578 1.167 0.199 0.116 0.042
C -0.50357 0.10310 0.00628 -0.549 -0.088 -0.133 -0.247
H -1.91320 3.81259 -0.06569 0.464 -0.280 0.023 0.099
H -0.59466 2.89500 -0.83550 0.207 -0.327 -0.442 0.079
H -0.75265 2.88862 0.93859 0.269 0.252 -0.184 0.093
H -3.86987 0.04412 0.04752 0.449 -0.409 -0.219 0.128
H -3.44868 -2.42290 -0.07495 0.073 -0.092 0.104 0.105
H -1.00336 -3.30225 0.00196 -0.748 1.171 0.049 0.124
```
Forces are in eV/Å.

HOMO level	-8.4	eV
SMILES	COc1cccc2sc(Cl)nc12
LUMO level	0.0226	Ha